(1)
The following is a DFT calculation (the ωB97M-V functional and the def2-TZVPD basis) of C13H34N3PPd as an isolated structure in a non-equilibrium geometry.

## Properties
- E (hartree) = -1148.6715
- ΔE to the lowest compared entry with this formula, charge and spin (kcal per mole) = 10.8
- total charge = +2
- 2S+1 = 3
- orbital gap (spin up / spin down) (Ha) = 0.3531 / 0.3031
- LUMO (spin up / spin down) (hartree) = -0.1994 / -0.3073

Last column: Löwdin spin population.
Cartesian coordinates (Å):
1 Pd 0.07093 -1.51231 -0.36892  1.14
2 P 0.20400 0.95431 -0.37728  0.26
3 N 0.19788 -2.31583 1.73277  0.12
4 N 2.28551 -2.02003 -0.26139  0.11
5 N -1.95260 -2.65634 -0.12120  0.06
6 C -1.45847 1.34442 1.78373  0.00
7 C 1.55239 -2.85790 1.92644  0.01
8 C -0.17495 2.06424 -3.05373  0.01
9 C 0.62899 3.71598 0.07061  0.02
10 C 1.27159 2.34176 0.25603  0.05
11 C -0.90287 -3.25320 2.00917  0.01
12 C -0.41198 -0.44548 -2.63861  0.06
13 C 2.64282 2.24782 -0.41126  0.00
14 C -1.54483 1.10922 0.27179  0.03
15 C 2.57234 -1.99919 1.18759  0.01
16 C -2.46645 2.11046 -0.42102  0.01
17 C 0.29293 0.85955 -2.23970  0.03
18 C -2.18314 -2.77276 1.33576  0.00
19 H 3.33112 2.94450 0.06506  0.00
20 H -3.43312 2.09785 0.08380  0.00
21 H -1.21000 2.37927 2.01072  0.00
22 H 1.36555 0.72869 -2.42922  0.00
23 H 1.82031 -2.91712 2.98519  0.00
24 H -0.25301 -0.65647 -3.69630  0.01
25 H 3.07149 1.24759 -0.31929  0.00
26 H 1.38460 2.14223 1.32655  0.00
27 H -1.96437 0.10617 0.10420  0.01
28 H -1.20851 2.33200 -2.85591  0.00
29 H -0.26278 3.83929 0.67964  0.00
30 H -2.46513 -1.78958 1.72112  0.00
31 H -0.08834 1.83023 -4.11593  0.00
32 H -1.07615 -3.36884 3.08280  0.00
33 H -0.70479 0.70596 2.25198  0.00
34 H -2.99003 -3.47327 1.56342  0.00
35 H -2.80924 -2.35320 -0.57810  0.00
36 H 2.59252 2.51480 -1.46604  0.00
37 H -2.63650 1.84236 -1.46165  0.00
38 H 2.37767 -2.96990 -0.61862  0.00
39 H 0.38009 3.91670 -0.96842  0.00
40 H -2.08426 3.12719 -0.37657  0.00
41 H 3.57615 -2.37131 1.40580  0.00
42 H -2.42145 1.13623 2.24854  0.00
43 H 0.03754 -1.32799 -2.08757  0.02
44 H 1.57652 -3.87279 1.52127  0.00
45 H -1.75620 -3.58347 -0.49832  0.00
46 H 2.50430 -0.96394 1.53163  0.00
47 H 2.95642 -1.44843 -0.76556  0.00
48 H 0.07998 -1.48686 2.31261  0.00
49 H -0.62984 -4.23144 1.60642  0.00
50 H 0.45656 2.93000 -2.86632  0.00
51 H -1.48889 -0.39199 -2.46871  0.00
52 H 1.34767 4.47083 0.39099  0.00


(2)
The following is a DFT calculation (the ωB97M-V functional and the def2-TZVPD basis) of C16H22F4InN4O2S5Sb as an isolated structure.

## Properties
- E (hartree) = -3813.4093
- ΔE to the lowest compared entry with this formula, charge and spin (kcal per mole) = 0.0
- total charge = -2
- orbital gap (Ha) = 0.2152
- LUMO (hartree) = 0.1624

Last column: Mulliken charge in e.
Cartesian coordinates (Å):
1 Sb -1.59141 0.54548 4.17008  0.32
2 In -0.33223 -0.05034 0.55448  1.30
3 S 2.59695 -0.43958 -1.20530  -0.34
4 S -2.77505 -1.39688 3.81800  -0.75
5 S -1.50301 1.59600 1.99661  -0.60
6 S 1.01739 -1.17457 2.35322  -0.43
7 S 0.82800 -0.09629 4.10691  -0.43
8 F 1.29530 2.00881 0.46854  -0.22
9 F 0.03470 1.99713 -4.14603  -0.35
10 F 1.63626 3.98963 -4.54925  -0.36
11 F 2.95414 3.99974 -0.03160  -0.33
12 O -0.33884 -2.07244 -0.27240  -0.33
13 O -1.24873 -3.91271 -1.10412  -0.76
14 N -0.37725 0.93333 -1.40371  0.46
15 N 3.01389 -2.54675 0.32361  -0.05
16 N -2.67638 -0.22863 -0.49658  0.87
17 N 2.64039 -2.99656 -1.90064  -0.11
18 C 1.33050 2.49733 -0.78420  0.14
19 C -1.16568 -3.70732 1.27285  -0.79
20 C 1.54334 3.52212 -3.27892  0.20
21 C 2.94112 -3.94217 0.71894  -0.60
22 C -0.92515 -3.21213 -0.13759  0.40
23 C -3.30486 1.08017 -0.38933  -1.52
24 C 2.20183 3.52232 -1.04392  0.14
25 C 2.33401 4.08478 -2.30284  -0.73
26 C -2.32365 -0.54004 -1.87362  -1.17
27 C -1.29530 0.44183 -2.42630  -0.99
28 C 2.12290 -4.73717 -0.28250  0.08
29 C 0.66671 2.48339 -3.04428  0.41
30 C 2.75703 -2.08962 -0.90783  0.02
31 C 2.60697 -4.43356 -1.68933  -0.78
32 C 0.46863 1.91671 -1.75413  -0.04
33 C -3.55936 -1.23845 0.07271  -1.03
34 H -3.16499 -2.23262 -0.12500  0.37
35 H 3.60409 -4.86408 -1.85197  0.30
36 H 2.20848 -5.80483 -0.07231  0.42
37 H -4.17849 1.13706 -1.06191  0.36
38 H -1.91893 -1.54513 -1.88688  0.26
39 H 2.92168 -1.84362 1.05046  0.20
40 H 3.01078 4.89984 -2.50324  0.47
41 H -0.77555 -0.07114 -3.24271  0.43
42 H -3.62252 1.24186 0.63886  0.38
43 H 3.95302 -4.36036 0.79946  0.37
44 H -3.21238 -0.52540 -2.53243  0.44
45 H -1.47961 -4.75021 1.24955  0.39
46 H -4.56465 -1.17876 -0.37981  0.34
47 H -0.27193 -3.57056 1.88151  0.10
48 H 1.92919 -4.86928 -2.42381  0.42
49 H -1.81233 1.29770 -2.87167  0.59
50 H 2.30074 -2.60546 -2.76178  0.25
51 H -2.59620 1.86655 -0.64697  0.35
52 H -3.63094 -1.09642 1.15223  0.08
53 H 1.07614 -4.46085 -0.21491  -0.35
54 H 2.48408 -3.97916 1.70911  0.27
55 H -1.92870 -3.09939 1.76813  -0.06


- Which formula does entry 1 have?
  C13H34N3PPd


- What is the formula in the first record?
  C13H34N3PPd


- What is the formula in the second record?
  C16H22F4InN4O2S5Sb


- Which formula does entry 1 have?
  C13H34N3PPd